[1]
{
  "formula": "C29H29Br2NO3",
  "method": "ωB97M-V/def2-TZVPD",
  "species": ["C", "C", "Br", "C", "Br", "C", "C", "C", "C", "C", "C", "C", "C", "C", "C", "O", "C", "O", "C", "C", "C", "C", "C", "C", "C", "N", "C", "C", "C", "C", "C", "C", "C", "C", "O", "H", "H", "H", "H", "H", "H", "H", "H", "H", "H", "H", "H", "H", "H", "H", "H", "H", "H", "H", "H", "H", "H", "H", "H", "H", "H", "H", "H", "H"],
  "xyz": [[-4.21862, 4.37852, 1.45780], [-3.83471, 2.99976, 0.95224], [-2.79062, 2.97724, -0.68338], [-4.14642, 1.85086, 1.55318], [-5.14289, 1.87870, 3.19232], [-3.71145, 0.55664, 0.91657], [-4.50441, -0.10706, -0.01157], [-4.11277, -1.28672, -0.64251], [-2.87973, -1.84310, -0.34302], [-2.06964, -1.17727, 0.60507], [-2.45171, 0.00760, 1.23845], [-1.48969, 0.67868, 2.21567], [-1.55726, 0.12026, 3.65976], [-0.16591, 0.12545, 4.36169], [-0.29667, 0.17426, 5.90342], [0.99608, 0.33014, 6.49193], [-0.71275, -1.83989, 0.85421], [-0.20962, -1.96333, 1.94995], [-0.05675, -2.38316, -0.41383], [1.29752, -2.19134, -0.59871], [1.85362, -2.67528, -1.81037], [3.36296, -2.40945, -2.03032], [3.61487, -0.89713, -1.68322], [4.78421, -0.26698, -2.48752], [4.33131, 0.61478, -3.67324], [3.24713, 1.52722, -3.33500], [2.05386, 1.45418, -3.96912], [1.13332, 2.37080, -3.49976], [1.89812, 3.04314, -2.46077], [3.16096, 2.51608, -2.38498], [1.06069, -3.34380, -2.72473], [-0.32020, -3.53870, -2.52636], [-0.86431, -3.02963, -1.36477], [-2.34548, -3.10734, -1.01079], [-3.02876, -4.07315, -1.27190], [-3.84665, 5.13409, 0.74708], [-3.76814, 4.61902, 2.43322], [-5.30856, 4.52917, 1.51436], [-5.46924, 0.33453, -0.27639], [-4.77244, -1.73749, -1.38558], [-1.63494, 1.77304, 2.18570], [-0.45360, 0.52627, 1.86555], [-2.23105, 0.70363, 4.31438], [-1.88785, -0.92809, 3.65177], [0.39313, -0.78772, 4.10099], [0.44436, 0.99971, 4.07135], [-0.95301, 1.00849, 6.19549], [-0.73236, -0.77142, 6.28160], [1.63305, -0.16853, 5.96760], [1.90929, -1.67879, 0.14542], [3.96979, -3.06769, -1.39270], [3.54742, -2.56878, -3.10613], [2.70330, -0.29669, -1.81996], [3.82811, -0.87961, -0.59979], [5.36304, 0.36875, -1.79230], [5.46326, -1.08192, -2.78888], [5.19930, 1.23501, -3.96046], [3.98200, -0.00595, -4.50889], [1.81230, 0.74437, -4.76295], [0.10695, 2.52931, -3.80783], [1.44868, 3.83699, -1.86533], [3.95201, 2.79431, -1.69500], [1.51113, -3.73981, -3.64163], [-0.94009, -4.05512, -3.26114]],
  "e_lumo_ha": -0.0181,
  "smiles": "C/C(Br)=C(\\Br)c1ccc2c(c1CCCCO)C(=O)c1cc(CCCCn3cccc3)ccc1C2=O",
  "e_homo_ev": -8.456,
  "spin_multiplicity": 1
}


[2]
{
  "formula": "C29H29Br9N6O12",
  "method": "ωB97M-V/def2-TZVPD",
  "species": ["C", "N", "O", "O", "H", "H", "H", "C", "N", "O", "O", "H", "H", "H", "C", "C", "C", "C", "C", "C", "N", "O", "O", "H", "H", "H", "H", "H", "C", "C", "C", "C", "C", "C", "N", "O", "O", "H", "H", "H", "H", "H", "C", "C", "C", "C", "C", "C", "N", "O", "O", "H", "H", "H", "H", "H", "C", "C", "C", "C", "C", "C", "N", "O", "O", "H", "H", "H", "H", "H", "C", "Br", "Br", "Br", "H", "C", "Br", "Br", "Br", "H", "C", "Br", "Br", "Br", "H"],
  "xyz": [[-22.31805, -8.28110, -20.02090], [-21.12125, -7.67721, -19.26754], [-21.35956, -6.88593, -18.34050], [-19.99762, -7.94038, -19.70116], [-22.43009, -7.96353, -21.05758], [-23.21308, -7.91328, -19.51917], [-22.20974, -9.35768, -19.88927], [-16.38397, -10.72083, -22.55801], [-15.18055, -10.86962, -21.64970], [-15.28619, -10.34372, -20.53994], [-14.21170, -11.53499, -21.99989], [-16.99558, -11.61755, -22.45831], [-16.10585, -10.50778, -23.59018], [-16.87385, -9.83114, -22.16234], [-14.52413, -7.95857, -14.68293], [-15.89228, -7.60329, -14.60339], [-16.30584, -6.89678, -13.51929], [-15.41145, -6.49570, -12.55177], [-14.08123, -6.90607, -12.61159], [-13.61323, -7.53595, -13.71968], [-15.94641, -5.71411, -11.40299], [-17.15341, -5.48514, -11.37880], [-15.15005, -5.20596, -10.61472], [-14.24659, -8.64543, -15.46880], [-16.59143, -7.97667, -15.33700], [-17.35722, -6.80338, -13.29065], [-13.35482, -6.49664, -11.92522], [-12.57482, -7.83278, -13.71784], [-10.61623, -7.39226, -19.60380], [-9.83462, -6.67863, -18.68812], [-8.58429, -6.19142, -19.08187], [-8.16005, -6.37598, -20.42557], [-8.97525, -7.05716, -21.34401], [-10.15116, -7.59494, -20.88019], [-6.86348, -5.75859, -20.83163], [-6.22802, -5.16830, -19.96936], [-6.49170, -5.94944, -21.95529], [-11.62128, -7.63856, -19.29457], [-10.24942, -6.43465, -17.72127], [-8.02362, -5.54239, -18.42551], [-8.61214, -7.25452, -22.34181], [-10.79885, -8.05205, -21.61363], [-16.45064, -14.00870, -18.18890], [-17.67388, -13.38458, -17.79117], [-18.85109, -13.84612, -18.37487], [-18.84841, -14.96780, -19.21618], [-17.59508, -15.53463, -19.48469], [-16.45226, -15.08784, -18.99031], [-20.11268, -15.32737, -19.90940], [-20.11526, -16.34586, -20.55580], [-21.02169, -14.55186, -19.78627], [-15.59474, -13.69949, -17.60733], [-17.72779, -12.57396, -17.07957], [-19.78620, -13.35793, -18.14325], [-17.59860, -16.32969, -20.21563], [-15.52101, -15.51306, -19.33433], [-9.91511, -3.63280, -25.06565], [-10.34838, -2.98775, -23.94489], [-11.65541, -3.26521, -23.46359], [-12.45184, -4.22872, -24.10468], [-11.95241, -4.89729, -25.21863], [-10.67984, -4.61365, -25.69360], [-13.73799, -4.65495, -23.49256], [-14.24361, -5.70413, -23.88156], [-14.41382, -3.88140, -22.79742], [-8.89001, -3.53750, -25.39196], [-9.74817, -2.29544, -23.37316], [-12.02186, -2.86541, -22.52963], [-12.51436, -5.60334, -25.81200], [-10.34943, -5.05122, -26.62406], [-9.50827, -14.69132, -23.49199], [-8.71765, -12.92560, -23.24024], [-9.30742, -15.81300, -21.90365], [-8.62852, -15.59628, -25.05875], [-10.57945, -14.59250, -23.66784], [-19.76473, -6.03890, -25.29471], [-18.37219, -6.60715, -26.58727], [-21.44318, -6.82564, -25.98211], [-19.78393, -4.06541, -24.99294], [-19.54370, -6.50943, -24.33667], [-21.77264, -13.97860, -26.37472], [-21.48382, -15.79326, -25.69563], [-21.35392, -12.61810, -24.93092], [-23.57155, -13.71724, -27.26965], [-20.98402, -13.81928, -27.11011]],
  "e_lumo_ha": -0.0303,
  "e_homo_ev": -10.206,
  "spin_multiplicity": 1
}


[3]
{
  "formula": "C29H29BrClIN3O6Sc",
  "method": "ωB97M-V/def2-TZVPD",
  "species": ["Sc", "Cl", "C", "C", "C", "I", "C", "O", "C", "N", "C", "C", "C", "C", "H", "H", "H", "H", "C", "C", "N", "C", "C", "N", "C", "O", "O", "C", "O", "O", "H", "H", "H", "H", "H", "C", "C", "C", "C", "C", "C", "C", "Br", "C", "O", "C", "C", "C", "C", "C", "C", "H", "H", "H", "H", "H", "H", "H", "H", "H", "H", "H", "H", "H", "H", "H", "H", "H", "H", "H", "H"],
  "xyz": [[11.72604, 10.70678, 6.02274], [7.95468, 6.90880, 10.45494], [8.94450, 8.10359, 9.75355], [9.50236, 9.05887, 10.59815], [10.37083, 10.07404, 10.16190], [11.14326, 11.55546, 11.36814], [10.64269, 10.13993, 8.74777], [11.33582, 11.08395, 8.13800], [10.15380, 9.10752, 7.88273], [10.42097, 9.06266, 6.54510], [9.87314, 8.12783, 5.73435], [9.11901, 7.03714, 6.22971], [8.94545, 6.87523, 7.61189], [9.26842, 8.01570, 8.38233], [9.28367, 8.91464, 11.63546], [10.05818, 8.35603, 4.66068], [8.74881, 6.22101, 5.58962], [8.49974, 5.99878, 8.06307], [14.60062, 11.11723, 8.76284], [14.68057, 10.30956, 7.55314], [13.72500, 10.13198, 6.58420], [14.34234, 9.41927, 5.54674], [15.64858, 9.21616, 5.86450], [15.79082, 9.69690, 7.17291], [16.74983, 8.40974, 5.22619], [16.39796, 7.74199, 4.14328], [17.83880, 8.33000, 5.81700], [13.51178, 9.16628, 4.32453], [13.97512, 8.51268, 3.40084], [12.31510, 9.70985, 4.36086], [14.24402, 12.09166, 8.48798], [15.57840, 11.18869, 9.32060], [13.77456, 10.62492, 9.34376], [16.68814, 9.72854, 7.64172], [15.46848, 7.92916, 3.79275], [10.30038, 17.73119, 7.39650], [9.45915, 17.40017, 6.12059], [10.01997, 18.23515, 4.94731], [7.99860, 17.76200, 6.43381], [9.62819, 15.90895, 5.81933], [10.91098, 15.32972, 5.67715], [11.08610, 14.00085, 5.45723], [12.86254, 13.36515, 5.12220], [10.02491, 13.09782, 5.36335], [10.23940, 11.80601, 5.38944], [8.68128, 13.64432, 5.33614], [8.58757, 15.01251, 5.55653], [7.43713, 12.79766, 5.24022], [6.29074, 13.64212, 4.69254], [7.70762, 11.60167, 4.25132], [7.17108, 12.23864, 6.67751], [10.03498, 18.65940, 7.85812], [11.40680, 17.80876, 7.19060], [10.14360, 16.87169, 8.06908], [10.09867, 19.30982, 5.16875], [9.36895, 18.11755, 4.08710], [10.95057, 17.90383, 4.58929], [8.03112, 18.78407, 6.83650], [7.61960, 17.06220, 7.19535], [7.33784, 17.71886, 5.52886], [11.78090, 15.93399, 5.77472], [7.60483, 15.49344, 5.55942], [6.62586, 14.05258, 3.70827], [5.98966, 14.42146, 5.36015], [5.43280, 13.03757, 4.47265], [8.22520, 11.90970, 3.32872], [6.81486, 11.05623, 3.94728], [8.36605, 10.84771, 4.66289], [6.86877, 12.99034, 7.35367], [8.05891, 11.78799, 7.07830], [6.44055, 11.42388, 6.61902]],
  "e_lumo_ha": -0.0359,
  "e_homo_ev": -7.837,
  "relative_energy_kcal_mol": 0.00,
  "spin_multiplicity": 1
}